{"formula": "C25H19BrCl2N2O4S2Yb", "method": "ωB97M-V/def2-TZVPD", "gap_ev": [6.32, 6.32], "homo_energy_ha": [-0.1525, -0.1525], "total_charge": -1, "lumo_energy_ev": [2.173, 2.173], "spin_multiplicity": 2, "s2": 0.751, "relative_energy_kcal_mol": 0.0, "total_energy_ha": -6824.350610, "symbols": ["Yb", "O", "C", "O", "C", "C", "C", "C", "C", "C", "S", "H", "H", "H", "H", "Cl", "C", "C", "C", "C", "C", "Cl", "C", "S", "H", "H", "H", "C", "C", "C", "C", "N", "N", "C", "H", "H", "H", "H", "H", "H", "H", "H", "Br", "C", "C", "C", "C", "C", "C", "C", "O", "O", "H", "H", "H", "H"], "positions_angstrom": [[-0.059441, 0.598904, 0.280643], [1.748314, 0.475739, 1.617626], [1.667946, 1.743708, 1.645053], [0.523746, 2.269384, 1.704067], [2.838046, 2.578029, 1.264838], [3.726992, 3.133285, 2.165683], [4.779922, 3.914810, 1.706124], [4.913490, 4.122949, 0.339357], [4.019538, 3.563633, -0.557916], [2.953442, 2.770702, -0.124800], [1.834729, 2.038310, -1.266154], [3.599383, 2.958644, 3.227399], [5.482690, 4.355440, 2.401863], [5.724102, 4.733815, -0.040760], [4.140510, 3.742226, -1.618658], [-2.329252, 0.858572, 2.076085], [-2.896010, 2.501584, 1.799237], [-3.529470, 3.104109, 2.868755], [-4.050682, 4.379710, 2.713814], [-3.926098, 5.007704, 1.485499], [-3.278564, 4.372848, 0.443062], [-3.172375, 5.247034, -1.061607], [-2.708809, 3.089203, 0.536270], [-1.864658, 2.369756, -0.792861], [-3.604395, 2.571254, 3.805582], [-4.542731, 4.877795, 3.537533], [-4.322265, 5.999787, 1.321935], [0.265054, -3.226998, -4.181627], [0.917801, -2.469744, -3.076400], [2.226705, -2.402267, -2.652900], [2.227431, -1.526790, -1.549667], [0.995780, -1.093498, -1.312910], [0.217944, -1.659499, -2.265868], [3.391052, -1.071222, -0.741770], [0.984662, -3.894221, -4.652438], [-0.124015, -2.554391, -4.946833], [-0.562348, -3.832796, -3.807922], [3.066651, -2.917928, -3.084570], [-0.781132, -1.517457, -2.179224], [4.176738, -1.827016, -0.755224], [3.099057, -0.865768, 0.286405], [3.775304, -0.135511, -1.151429], [-4.675435, -5.355145, -1.836789], [-3.362006, -4.860022, -0.560749], [-2.894524, -5.810718, 0.332316], [-1.932611, -5.448302, 1.264210], [-1.443935, -4.153156, 1.298847], [-1.922379, -3.212783, 0.394243], [-2.888550, -3.560877, -0.541124], [-1.371229, -1.819935, 0.406384], [-1.716648, -1.004191, -0.493635], [-0.544992, -1.491571, 1.290917], [-3.279102, -6.820689, 0.298159], [-1.565059, -6.189320, 1.961834], [-0.690799, -3.843947, 2.009693], [-3.257516, -2.813173, -1.229599]], "forces_ev_per_a": [[-0.2, -0.2, -0.7], [0.4, -0.1, 0.2], [-0.1, -0.1, -0.1], [-0.1, 0.4, 0.3], [0.0, 0.0, 0.1], [0.1, 0.1, 0.0], [0.0, 0.0, 0.0], [0.0, 0.0, 0.0], [0.0, 0.0, -0.1], [-0.1, -0.1, 0.0], [0.0, 0.0, 0.0], [0.0, 0.0, 0.0], [0.0, 0.0, 0.0], [0.0, 0.0, 0.0], [0.0, 0.0, 0.0], [-0.1, 0.2, 0.0], [0.0, -0.3, 0.0], [0.0, 0.1, -0.1], [0.0, -0.1, 0.0], [0.0, 0.0, 0.0], [0.0, 0.2, -0.2], [0.0, 0.0, 0.1], [0.0, 0.0, 0.1], [0.0, -0.1, 0.0], [0.0, 0.0, 0.0], [0.0, 0.0, 0.0], [0.0, 0.0, 0.0], [0.0, 0.0, 0.0], [-0.1, 0.1, 0.0], [-0.1, 0.0, 0.0], [0.0, 0.1, 0.1], [-0.1, 0.1, 0.0], [0.1, 0.0, 0.2], [0.0, 0.0, 0.1], [0.0, 0.0, 0.0], [0.0, 0.0, 0.0], [0.0, 0.0, 0.0], [0.1, 0.0, 0.0], [0.0, -0.1, 0.0], [0.0, 0.0, 0.0], [0.0, 0.0, 0.0], [0.0, 0.0, 0.0], [0.0, 0.0, 0.0], [0.1, 0.0, 0.1], [-0.1, 0.0, 0.0], [0.0, 0.0, 0.0], [0.0, 0.1, -0.1], [0.0, 0.0, 0.0], [0.0, 0.0, 0.0], [0.1, 0.2, 0.0], [-0.1, -0.1, -0.2], [0.1, -0.1, 0.2], [0.0, 0.0, 0.0], [0.0, 0.0, 0.0], [0.0, 0.0, 0.0], [0.0, 0.0, 0.0]], "mulliken_spin": [1.01, 0.00, 0.00, 0.00, 0.00, 0.00, 0.00, 0.00, 0.00, 0.00, 0.00, 0.00, 0.00, 0.00, 0.00, 0.00, 0.00, 0.00, 0.00, 0.00, 0.00, 0.00, 0.00, 0.00, 0.00, 0.00, 0.00, 0.00, 0.00, 0.00, 0.00, 0.00, 0.00, 0.00, 0.00, 0.00, 0.00, 0.00, 0.00, 0.00, 0.00, 0.00, 0.00, 0.00, 0.00, 0.00, 0.00, 0.00, 0.00, 0.00, 0.00, 0.00, 0.00, 0.00, 0.00, 0.00]}

=====

{"formula": "C25H19Cl2N4O4S6SbTc", "method": "ωB97M-V/def2-TZVPD", "gap_ev": 6.41, "homo_energy_ha": -0.3898, "total_charge": 1, "lumo_energy_ev": -4.193, "relative_energy_kcal_mol": 0.0, "total_energy_ha": -5114.515220, "symbols": ["Tc", "O", "C", "C", "C", "C", "N", "C", "C", "C", "C", "C", "C", "O", "C", "C", "N", "H", "H", "H", "H", "H", "H", "H", "H", "H", "H", "H", "H", "S", "Sb", "S", "S", "S", "Cl", "C", "C", "C", "C", "C", "Cl", "C", "N", "H", "H", "H", "O", "S", "O", "N", "C", "S", "C", "C", "C", "C", "C", "C", "H", "H", "H", "H"], "positions_angstrom": [[0.641574, -0.931218, -1.010946], [1.413658, 5.933571, -2.758531], [2.561554, 5.237705, -2.325237], [2.158331, 3.835668, -1.969163], [3.062970, 2.951047, -1.400721], [2.670225, 1.661191, -1.126722], [1.438113, 1.191590, -1.373559], [0.538817, 2.079168, -1.841364], [0.868456, 3.380144, -2.173689], [-0.851603, 1.585657, -1.926217], [-1.924950, 2.418764, -2.171859], [-3.216885, 1.909725, -2.182679], [-4.392829, 2.819924, -2.446423], [-4.235054, 4.088877, -1.847114], [-3.371360, 0.556948, -1.936710], [-2.259082, -0.222106, -1.695648], [-1.013170, 0.268932, -1.689733], [1.649398, 6.844421, -2.962255], [3.019290, 5.703976, -1.447095], [3.324290, 5.189259, -3.110172], [4.077842, 3.248111, -1.170304], [3.371274, 0.989481, -0.659044], [0.133668, 4.051811, -2.585199], [-1.775108, 3.476011, -2.328271], [-5.320262, 2.328707, -2.143491], [-4.462365, 3.005403, -3.519066], [-4.340404, 4.003669, -0.893066], [-4.348187, 0.091854, -1.918882], [-2.357796, -1.276956, -1.483614], [2.894261, -1.525522, -0.247090], [3.670527, -3.447092, -1.647750], [1.350688, -1.343193, -3.273051], [1.852821, -3.322987, -3.185823], [4.339008, -1.182983, -1.773902], [1.628324, -4.473277, 0.841700], [0.044834, -4.687998, 0.191462], [-0.603133, -5.882892, 0.459134], [-1.791356, -6.183729, -0.188806], [-2.281365, -5.330102, -1.171440], [-1.625392, -4.143505, -1.425550], [-2.111887, -3.237662, -2.820393], [-0.519751, -3.749124, -0.666426], [0.009426, -2.482202, -0.803082], [-0.146300, -6.573296, 1.153108], [-2.302139, -7.112759, 0.023617], [-3.144777, -5.588756, -1.766939], [1.176718, -3.444372, 4.037954], [1.892169, -2.231048, 3.773459], [3.320458, -2.209664, 3.838639], [1.420035, -1.641540, 2.288939], [0.699217, -0.593635, 2.411876], [0.008645, 0.237785, 1.070761], [0.497913, -0.092024, 3.811733], [-0.237812, 0.982902, 4.275360], [-0.271601, 1.208508, 5.646627], [0.411530, 0.373785, 6.527731], [1.141020, -0.714927, 6.062244], [1.168675, -0.913210, 4.698150], [-0.764741, 1.630797, 3.587234], [-0.835192, 2.045162, 6.037242], [0.374259, 0.574258, 7.590086], [1.674518, -1.367052, 6.739993]], "forces_ev_per_a": [[0.0, -0.6, 0.5], [0.1, 0.1, 0.0], [-0.1, -0.1, 0.0], [0.1, 0.0, 0.0], [0.1, 0.0, 0.0], [0.0, -0.2, 0.0], [0.0, 0.3, -0.1], [-0.1, -0.2, 0.0], [0.0, 0.1, 0.0], [0.3, -0.1, -0.1], [-0.1, 0.0, 0.0], [0.1, 0.1, 0.0], [0.0, 0.1, 0.0], [0.0, 0.0, 0.0], [0.0, -0.1, -0.1], [0.1, -0.1, 0.2], [-0.2, 0.0, 0.1], [0.0, -0.1, 0.0], [0.0, 0.0, 0.0], [0.0, 0.0, 0.0], [0.0, 0.0, 0.0], [0.0, -0.1, 0.0], [0.0, 0.0, 0.0], [0.0, 0.0, 0.0], [0.0, 0.0, 0.1], [0.0, 0.0, 0.0], [0.0, 0.0, 0.0], [0.0, 0.0, 0.0], [0.0, 0.3, 0.1], [0.0, 0.2, 0.1], [0.1, 0.0, 0.0], [0.0, 0.2, -0.1], [0.0, -0.2, -0.2], [0.1, 0.2, 0.0], [-0.3, 0.1, 0.1], [0.2, -0.5, 0.4], [0.0, 0.0, -0.1], [0.1, 0.1, -0.1], [0.1, -0.1, 0.1], [-0.4, -0.1, -0.4], [0.1, -0.1, 0.1], [0.3, 0.4, -0.3], [-0.1, 0.8, -0.1], [0.0, 0.0, 0.0], [0.0, 0.0, 0.0], [0.0, 0.0, 0.0], [0.1, 0.0, -0.1], [0.0, 0.0, 0.1], [0.0, -0.1, 0.0], [0.1, -0.4, -0.2], [0.0, 0.5, 0.2], [0.0, -0.2, -0.1], [0.0, -0.1, -0.2], [0.0, 0.1, 0.0], [0.0, 0.0, 0.0], [0.0, 0.0, 0.0], [0.1, 0.1, -0.1], [-0.1, 0.0, 0.2], [0.0, 0.0, 0.0], [0.0, 0.0, 0.0], [0.0, 0.0, 0.0], [0.0, 0.0, 0.0]], "nbo_charge": [0.56, -0.72, -0.10, 0.07, -0.23, 0.09, -0.46, 0.20, -0.22, 0.18, -0.17, 0.03, -0.10, -0.70, -0.23, 0.08, -0.41, 0.49, 0.19, 0.20, 0.24, 0.22, 0.26, 0.24, 0.19, 0.21, 0.47, 0.24, 0.23, -0.07, 1.04, -0.19, -0.29, -0.29, 0.08, -0.01, -0.22, -0.14, -0.23, -0.01, 0.05, 0.05, -0.17, 0.25, 0.24, 0.25, -0.92, 2.29, -0.91, -0.76, 0.16, -0.07, -0.14, -0.17, -0.19, -0.18, -0.20, -0.24, 0.23, 0.23, 0.23, 0.24]}

=====

{"formula": "C25H19N3O5", "method": "ωB97M-V/def2-TZVPD", "gap_ev": 8.08, "homo_energy_ha": -0.3199, "lumo_energy_ev": -0.627, "relative_energy_kcal_mol": 1.4, "total_energy_ha": -1504.470815, "symbols": ["C", "C", "C", "C", "C", "C", "O", "C", "O", "C", "O", "C", "C", "N", "C", "C", "C", "C", "C", "C", "N", "C", "C", "C", "C", "C", "C", "C", "C", "C", "N", "O", "O", "H", "H", "H", "H", "H", "H", "H", "H", "H", "H", "H", "H", "H", "H", "H", "H", "H", "H", "H"], "positions_angstrom": [[5.006991, -0.156288, -1.334925], [4.108760, -0.755308, -0.310181], [3.867348, -0.058437, 0.873292], [3.069618, -0.568102, 1.875300], [2.421846, -1.792304, 1.706087], [1.573507, -2.326855, 2.803219], [1.894677, -2.273821, 3.961835], [0.235207, -2.899879, 2.343615], [-0.369920, -1.964557, 1.460281], [-1.515198, -1.384679, 1.882315], [-2.100240, -1.718270, 2.884152], [-1.943851, -0.286967, 1.024890], [-2.979702, 0.567259, 1.369274], [-3.030964, 1.533852, 0.437017], [-3.912745, 2.618575, 0.341502], [-4.939781, 2.804528, 1.260981], [-5.788300, 3.888519, 1.126711], [-5.623379, 4.786623, 0.085645], [-4.600698, 4.597834, -0.829882], [-3.746151, 3.519630, -0.706714], [-2.084163, 1.358707, -0.492381], [-1.413446, 0.268049, -0.176368], [-0.347801, -0.200256, -1.056197], [0.532849, 0.724792, -1.610974], [1.486939, 0.318259, -2.523729], [1.564779, -1.012392, -2.901338], [0.695014, -1.938601, -2.347856], [-0.254849, -1.538106, -1.426800], [2.626199, -2.494445, 0.531650], [3.481877, -2.001989, -0.449135], [3.696528, -2.857411, -1.590975], [3.067569, -3.894412, -1.637643], [4.495197, -2.517658, -2.437077], [5.314490, 0.841167, -1.031631], [5.892100, -0.774813, -1.477699], [4.508200, -0.102706, -2.300542], [4.339212, 0.902752, 1.011933], [2.927051, -0.022943, 2.796039], [0.388445, -3.837657, 1.800814], [-0.416190, -3.071907, 3.207951], [-3.629340, 0.511006, 2.217066], [-5.085551, 2.113542, 2.075605], [-6.584805, 4.029617, 1.841589], [-6.290778, 5.629129, -0.011858], [-4.468200, 5.293349, -1.644642], [-2.946093, 3.351057, -1.409146], [0.450034, 1.762481, -1.326394], [2.159471, 1.044791, -2.956568], [2.293700, -1.325892, -3.634778], [0.755085, -2.976336, -2.640967], [-0.947630, -2.256306, -1.016597], [2.167084, -3.456223, 0.364236]], "forces_ev_per_a": [[0.2, 0.1, -0.2], [-0.1, -0.3, -0.1], [0.0, -0.1, 0.0], [-0.1, -0.2, 0.0], [0.6, 0.4, -0.1], [-0.4, -0.1, -0.3], [0.0, 0.0, 0.1], [-0.2, -0.4, 0.7], [0.0, 0.1, -0.2], [-0.2, -0.1, 0.5], [0.0, 0.1, -0.1], [-0.3, 0.5, -0.2], [0.3, -0.4, -0.1], [0.4, -0.9, 0.5], [-0.5, 0.8, -0.2], [0.2, -0.1, -0.1], [0.0, 0.0, 0.0], [-0.1, 0.1, 0.0], [-0.1, 0.0, 0.1], [0.1, -0.2, 0.1], [0.4, 0.1, -0.7], [-0.5, 0.1, 0.6], [0.3, 0.0, -0.3], [-0.1, -0.1, 0.1], [0.1, 0.0, -0.1], [0.0, 0.0, -0.1], [0.0, -0.1, -0.1], [0.0, 0.1, 0.0], [0.0, 0.0, 0.0], [-0.2, 0.7, 1.1], [0.1, -0.4, -0.3], [-0.1, -0.3, -0.1], [0.2, 0.1, -0.2], [0.0, 0.1, 0.1], [0.0, 0.1, 0.0], [0.0, 0.0, 0.0], [0.1, 0.1, 0.0], [0.0, 0.1, 0.1], [0.0, 0.1, 0.0], [0.3, 0.0, -0.2], [-0.2, 0.1, 0.2], [0.0, -0.1, 0.1], [-0.1, 0.0, 0.1], [-0.1, 0.1, 0.0], [0.0, 0.0, -0.1], [0.0, 0.0, 0.0], [0.0, 0.1, 0.0], [0.1, 0.1, 0.0], [0.1, 0.0, 0.0], [0.0, -0.1, 0.0], [-0.1, -0.1, 0.0], [-0.1, 0.0, 0.0]], "nbo_charge": [-0.63, 0.05, -0.22, -0.12, -0.17, 0.56, -0.49, -0.19, -0.51, 0.79, -0.59, -0.28, 0.05, -0.18, 0.22, -0.26, -0.18, -0.22, -0.19, -0.24, -0.26, 0.16, 0.00, -0.20, -0.22, -0.23, -0.21, -0.20, -0.16, 0.07, 0.52, -0.39, -0.38, 0.21, 0.24, 0.24, 0.22, 0.23, 0.21, 0.25, 0.24, 0.22, 0.22, 0.22, 0.22, 0.25, 0.22, 0.21, 0.22, 0.23, 0.22, 0.25]}